No. 1
Below is a structure of composition C18H36CrGeN4O3Se, with properties calculated with the ωB97M-V functional and the def2-TZVPD basis.

## Properties
Orbital gap (alpha / beta): 0.251 / 0.302 Ha
Energy: -6674.175404 hartree
HOMO energy (alpha / beta): -17.202 / -17.250 eV
Energy relative to the best compared isomer or geometry (same formula, charge and spin): 0.100 eV
Charge: +3
⟨S²⟩: 3.83
Multiplicity: 4

Last column: Mulliken charge in e.
Element x y z (Å)
Cr  0.3686  0.0157  0.2944  0.585
C  4.2607  -0.5001  -2.2343  -0.868
N  4.0245  -1.1952  -0.9539  0.087
C  5.1408  -2.0394  -0.4766  -0.977
C  2.9458  -1.0097  -0.2618  0.794
O  1.9950  -0.2528  -0.6734  -0.502
C  2.7710  -1.7223  1.0641  -0.994
O  1.5448  -1.2952  1.6844  -0.262
C  1.6689  -0.6848  2.9837  -1.172
C  1.5326  0.8161  2.8247  1.023
O  1.0289  1.2233  1.7202  -0.329
N  1.8819  1.6145  3.7819  0.117
C  1.7330  3.0807  3.6660  -1.010
C  2.4252  1.1026  5.0617  -1.009
H  5.1171  0.1628  -2.1241  0.382
H  3.3883  0.0716  -2.5207  0.199
H  4.4824  -1.2446  -2.9962  0.352
H  5.8876  -1.4254  0.0250  0.344
H  5.6010  -2.5112  -1.3397  0.339
H  4.7974  -2.8252  0.1888  0.423
H  3.6158  -1.5178  1.7184  0.686
H  2.7146  -2.7968  0.9010  0.492
H  2.5991  -0.9825  3.4587  0.534
H  0.8478  -1.0541  3.5982  0.515
H  1.4833  3.3532  2.6498  0.319
H  2.6755  3.5429  3.9497  0.401
H  0.9528  3.4162  4.3465  0.384
H  1.8555  0.2479  5.4206  0.408
H  2.3402  1.8923  5.8016  0.396
H  3.4777  0.8409  4.9591  0.346
C  -3.5640  1.1639  -2.9083  -0.997
Ge  -3.5744  1.7699  -1.0622  0.477
C  -4.9967  3.0336  -0.7409  -1.108
C  -3.5626  0.3096  0.2313  -0.802
C  -1.9259  2.8291  -0.6580  -1.140
Se  -0.1296  2.1465  -0.8790  0.340
C  -0.0750  1.9032  -2.7969  -0.849
H  -4.5572  0.7722  -3.1372  0.398
H  -2.8403  0.3727  -3.1041  0.183
H  -3.3797  2.0024  -3.5822  0.374
H  -5.9554  2.5317  -0.8832  0.370
H  -4.9402  3.8664  -1.4424  0.384
H  -4.9584  3.4193  0.2782  0.385
H  -4.1202  -0.5485  -0.1491  0.323
H  -4.0380  0.6401  1.1558  0.458
H  -2.5459  -0.0214  0.4657  -0.038
H  -1.9766  3.1322  0.3879  0.468
H  -1.9164  3.7387  -1.2623  0.508
H  -0.8996  1.2907  -3.1442  0.184
H  0.8883  1.4704  -3.0509  0.214
H  -0.1498  2.9037  -3.2147  0.430
N  -3.3133  -4.2466  -1.9967  -0.406
C  -2.4579  -3.3384  -1.5473  0.862
C  -1.8275  -2.4140  -2.4233  -0.647
C  -0.9768  -1.4829  -1.9273  -0.977
N  -0.6748  -1.3801  -0.6018  0.346
C  -1.2580  -2.2899  0.2399  -0.497
C  -2.1247  -3.2489  -0.1715  -0.753
H  -3.5400  -4.3187  -2.9759  0.223
H  -3.7386  -4.9207  -1.3799  0.224
H  -2.0159  -2.4542  -3.4892  0.444
H  -0.4724  -0.7920  -2.5876  0.710
H  -0.9940  -2.2259  1.2906  0.464
H  -2.5465  -3.9379  0.5488  0.441


No. 2
Below is the molecule C7H12, with properties calculated with the ωB97M-V functional and the def2-TZVPD basis.

## Properties
Orbital gap (alpha / beta): 0.270 / 0.271 Ha
Energy: -273.729068 hartree
HOMO energy (alpha / beta): -7.298 / -7.305 eV
Energy relative to the best compared isomer or geometry (same formula, charge and spin): 4.884 eV
Charge: 0
Multiplicity: 1

Last column: Mulliken charge in e.
Element x y z (Å)
C  2.1363  -2.1538  -1.0418  -1.218
C  1.1840  -1.0007  -1.3512  -0.315
C  0.0355  -0.9413  -0.3385  -0.399
C  -1.0184  0.0859  -0.6283  -0.690
C  -1.5481  0.9488  0.3211  0.258
C  -1.9246  1.3062  1.5179  -0.348
C  -1.5819  2.5353  2.2882  -0.825
H  2.5634  -2.0495  -0.0374  0.321
H  1.6097  -3.1146  -1.0757  0.316
H  2.9647  -2.2017  -1.7553  0.345
H  1.7356  -0.0495  -1.3547  0.304
H  0.7702  -1.1176  -2.3612  0.297
H  0.4371  -0.7794  0.6689  0.330
H  -0.4914  -1.9126  -0.3319  0.271
H  -1.1133  1.6976  -0.4741  0.166
H  -1.3137  0.2137  -1.6709  0.352
H  -0.8814  2.2374  3.0830  0.254
H  -2.4616  2.9319  2.8078  0.283
H  -1.1020  3.3637  1.7341  0.298


No. 3
Below is the ion C8H18NO4 with charge +1 in a non-equilibrium geometry, with properties calculated with the ωB97M-V functional and the def2-TZVPD basis.

## Properties
Orbital gap: 0.380 Ha
Structure (SMILES): C=C([NH2+]C)[C@H](O)O[C@@H](CC)C(O)O
Energy: -670.992578 hartree
HOMO energy: -13.299 eV
Energy relative to the best compared isomer or geometry (same formula, charge and spin): 1.355 eV
Charge: +1
Multiplicity: 1

Last column: Mulliken charge in e.
Element x y z (Å)
C  -1.5537  1.7994  1.9996  -0.741
C  -0.4881  1.7296  1.2324  0.219
N  -0.2532  2.7372  0.0420  -0.110
C  -0.3023  4.1953  0.2997  -0.941
C  0.5564  0.4912  0.9040  0.024
O  1.7842  1.0719  0.5168  -0.598
O  -0.0483  -0.0887  -0.1674  -0.333
C  0.1445  -1.5162  -0.3635  0.309
C  -0.9952  -2.1841  -1.0544  -0.479
C  -0.8846  -3.7042  -1.0069  -1.440
C  1.3766  -1.6550  -1.3207  -0.642
O  1.3598  -0.8642  -2.4986  -0.549
O  2.4618  -1.4142  -0.4889  -0.610
H  -2.1187  2.7198  2.0172  0.228
H  -1.9428  0.9779  2.6626  0.289
H  0.6638  2.5028  -0.3300  0.394
H  -1.0632  2.5142  -0.6302  0.429
H  0.6936  4.4612  0.1570  0.357
H  -0.6503  4.7982  -0.5398  0.386
H  -0.7897  4.4588  1.2244  0.336
H  0.6282  -0.3013  1.7198  0.414
H  2.2665  0.4318  0.1035  0.368
H  0.4327  -1.9896  0.6146  0.259
H  -0.7990  -1.8921  -2.0873  0.369
H  -1.9466  -2.0558  -0.5347  0.339
H  -0.7815  -3.8882  0.0501  0.349
H  -0.0799  -4.0849  -1.5768  0.394
H  -1.7514  -4.0599  -1.3902  0.461
H  1.3097  -2.6360  -1.5458  0.796
H  1.3491  -1.4227  -3.2966  0.360
H  3.2137  -1.8826  -0.9538  0.363


No. 4
Below is a cluster of 2 separate species, C3H11NOS2 in total in a non-equilibrium geometry, with properties calculated with the ωB97M-V functional and the def2-TZVPD basis.

## Properties
Orbital gap: 0.322 Ha
Structure (SMILES): NCCCSS.O
Energy: -1047.237301 hartree
HOMO energy: -8.423 eV
Energy relative to the best compared isomer or geometry (same formula, charge and spin): 0.818 eV
Charge: 0
Multiplicity: 1

Last column: Mulliken charge in e.
Element x y z (Å)
N  -2.9917  1.2151  0.9104  -0.591
C  -2.1554  0.4806  -0.0427  -0.492
C  -0.6724  0.4798  0.3453  -0.273
C  0.0634  -0.6925  -0.2900  -0.587
S  0.1660  -0.6217  -2.1174  -0.079
S  2.1761  -0.3059  -2.6498  -0.192
H  -3.8292  0.7093  1.1666  0.226
H  -2.4854  1.3743  1.7720  0.237
H  -2.2501  0.9166  -1.0393  0.249
H  -2.5158  -0.5501  -0.1469  0.317
H  -0.6021  0.2112  1.4083  0.346
H  -0.2994  1.4664  0.1116  0.248
H  -0.3503  -1.6496  -0.0189  0.413
H  1.1229  -0.5952  -0.0285  0.035
H  1.9170  -1.0322  -3.7437  0.149
O  4.4397  -0.7781  1.6741  -0.629
H  4.7410  -0.1634  0.9909  0.320
H  3.5257  -0.4646  1.6981  0.303


No. 5
Below is a cluster of 2 separate species, CH4N2OS in total in a non-equilibrium geometry, with properties calculated with the ωB97M-V functional and the def2-TZVPD basis.

## Properties
Orbital gap: 0.332 Ha
Energy: -623.356997 hartree
HOMO energy: -8.487 eV
Energy relative to the best compared isomer or geometry (same formula, charge and spin): 2.781 eV
Charge: 0
Multiplicity: 1

Last column: Mulliken charge in e.
Element x y z (Å)
C  0.0358  -0.4047  1.1887  0.612
N  0.1811  0.8734  0.9345  -0.236
N  -0.8379  -0.7751  -0.6249  -0.539
O  0.2128  -1.2965  1.9575  -0.416
S  -0.2784  0.4001  -1.7663  -0.255
H  0.1295  1.2388  -0.0327  0.192
H  -0.0295  1.6215  1.5497  0.236
H  -0.4511  -1.5994  -1.0432  0.245
H  1.0376  -0.0581  -2.1632  0.161


No. 6
Below is a structure of composition C42H29F5O16V4 in a non-equilibrium geometry, with properties calculated with the ωB97M-V functional and the def2-TZVPD basis.

## Properties
Orbital gap: 0.091 Ha
Energy: -7096.980201 hartree
HOMO energy: -7.099 eV
Charge: 0
Multiplicity: 1

Last column: Mulliken charge in e.
Element x y z (Å)
O  2.4688  4.2760  -2.3308  -0.564
V  0.9114  4.1902  -1.9659  1.612
O  0.1152  4.2916  -3.3264  -0.540
O  -1.8343  3.0188  3.6570  -0.551
V  -0.3000  3.2744  3.3109  1.490
O  0.5678  2.5055  4.3721  -0.506
O  -1.8861  -2.7755  2.5586  -0.586
V  -0.5250  -2.8336  3.3840  1.448
O  -0.4175  -1.6139  4.3812  -0.744
O  1.9371  -4.9573  -0.5687  -0.525
V  1.7926  -3.8624  0.5477  1.486
O  3.1955  -3.4668  1.2025  -0.585
C  0.3023  0.1191  1.6697  -1.405
C  0.7703  -1.0913  1.1498  0.641
C  1.3277  -1.0993  -0.2849  0.132
O  1.7870  -2.1546  -0.7364  -0.976
C  1.2131  0.0862  -1.0564  -0.512
C  0.7019  1.2432  -0.5535  0.308
C  0.2683  1.2455  0.8865  0.953
O  -0.1484  2.3391  1.4107  -0.223
O  0.4578  2.2429  -1.3221  -0.670
O  0.6126  -2.1973  1.7146  -0.014
H  0.0335  0.1929  2.7154  0.556
H  1.4944  0.0024  -2.0981  1.007
C  0.3833  -7.1338  2.3652  -0.404
C  0.0844  -5.9018  2.8344  0.265
C  -0.6647  -5.7413  4.1137  0.927
O  -0.8749  -4.5379  4.5729  -0.870
C  -1.0951  -6.8008  4.8538  -0.829
C  -0.8902  -8.1362  4.3681  0.390
C  -0.1066  -8.3368  3.0296  0.234
O  0.0237  -9.4407  2.5553  -0.590
O  -1.2576  -9.1614  4.9078  -0.601
O  0.6112  -4.8445  2.2383  -0.359
H  1.0305  -7.2929  1.5123  0.400
H  -1.7623  -6.6630  5.6918  0.398
F  5.5257  2.0144  -3.7611  -0.307
C  5.4578  0.6642  -3.6859  0.087
C  4.4777  0.1370  -2.8617  -0.084
C  4.1898  -1.2154  -2.9329  -0.129
C  5.0058  -2.0289  -3.7057  -0.665
C  6.0245  -1.4969  -4.4796  -0.435
C  6.2210  -0.1170  -4.5218  -0.577
H  3.9910  0.8704  -2.2284  0.664
H  3.3879  -1.5691  -2.3011  0.095
H  4.8093  -3.0931  -3.6850  0.441
H  6.6692  -2.1897  -5.0019  0.382
H  6.9661  0.2957  -5.1875  0.448
F  -5.5871  5.9505  3.1263  -0.320
C  -4.6455  5.4331  2.3273  0.546
C  -3.4090  6.0539  2.2730  -0.630
C  -2.4325  5.5036  1.4609  -0.366
C  -2.6795  4.3687  0.6919  -0.402
C  -3.9064  3.7348  0.8218  -0.338
C  -4.9166  4.2891  1.6048  -0.651
H  -3.1930  6.8809  2.9356  0.456
H  -1.4942  6.0384  1.3249  0.474
H  -1.9702  3.9935  -0.0354  0.317
H  -4.1680  2.9454  0.1288  0.419
H  -5.8486  3.7466  1.6843  0.480
F  -7.8475  -0.4017  2.1652  -0.326
C  -6.5196  -0.2182  2.1143  0.303
C  -5.7809  -0.8485  1.1296  -0.532
C  -4.4091  -0.6724  1.0828  -0.553
C  -3.7764  0.1490  2.0032  -0.120
C  -4.5305  0.8668  2.9211  -0.523
C  -5.9104  0.6983  2.9549  -0.484
H  -6.3268  -1.5511  0.5107  0.397
H  -3.8470  -1.3103  0.4127  0.447
H  -2.6955  0.2046  1.9629  0.467
H  -4.1011  1.5976  3.5933  0.440
H  -6.5278  1.1757  3.7067  0.432
F  -2.4619  -2.1504  -5.9134  -0.280
C  -2.2549  -0.8335  -5.7749  0.253
C  -1.4971  -0.4016  -4.6978  -0.378
C  -1.1448  0.9285  -4.6011  -0.073
C  -1.6476  1.8521  -5.5238  -0.521
C  -2.3712  1.3977  -6.6114  -0.367
C  -2.7556  0.0655  -6.6918  -0.468
H  -1.2322  -1.1730  -3.9839  0.483
H  -0.5006  1.3472  -3.8403  0.222
H  -1.3701  2.8790  -5.3268  0.349
H  -2.6651  2.0764  -7.4012  0.356
H  -3.2215  -0.2789  -7.6064  0.365
F  3.0627  0.7554  2.3375  -0.287
C  3.9459  1.4086  1.5511  0.267
C  4.9442  0.6818  0.9333  -0.324
C  5.7451  1.3449  0.0157  -0.420
C  5.5814  2.6920  -0.2788  -0.787
C  4.5245  3.3735  0.3183  -0.309
C  3.7222  2.7387  1.2615  -0.337
H  5.0596  -0.3728  1.1442  0.562
H  6.5870  0.8354  -0.4369  0.411
H  6.0962  3.1876  -1.0900  0.374
H  4.3480  4.4259  0.1353  0.436
H  2.9754  3.3351  1.7723  0.422


Which of these has the highest multiplicity?
C18H36CrGeN4O3Se


Which formula does entry 5 have?
CH4N2OS